(1)
2 unconnected molecules or ions with the total composition C7H17N in a non-equilibrium geometry, computed with ωB97M-V/def2-TZVPD.

XYZ file:
```
25
C7H17N (ωB97M-V/def2-TZVPD)
H -1.85 -0.42 -0.10
H -0.09 -2.81 0.08
C 0.05 -1.76 0.26
H 2.09 2.02 -0.99
C -2.39 0.88 1.56
H -0.25 -1.44 1.25
C 0.81 -1.02 -0.54
H -2.57 0.04 2.24
H 1.13 0.18 1.90
H -1.37 1.24 1.74
C 1.69 0.66 1.11
H 1.24 -2.63 -1.87
H 2.34 -1.24 -1.99
H 1.39 1.11 -2.16
N 1.87 1.07 -1.27
C 1.31 -1.54 -1.85
H 0.00 0.90 -0.20
C -2.56 0.44 0.12
C 1.03 0.45 -0.25
H -3.08 1.68 1.81
H 1.77 1.72 1.34
H 2.69 0.24 1.09
H 0.73 -1.14 -2.68
H -2.41 1.28 -0.56
H -3.57 0.07 -0.05
```

Its highest occupied orbital energy is -8.9 eV. Its SMILES is C=C(C)[C@@H](C)N.CC.

(2)
A single C3H5N3 molecule, computed with ωB97M-V/def2-TZVPD.

XYZ file:
```
11
C3H5N3 (ωB97M-V/def2-TZVPD)
N 1.33 -0.15 -1.51
H 1.85 0.11 1.79
C 0.14 0.02 -1.10
H -1.79 0.05 1.52
N -1.33 0.63 0.82
H 1.39 -0.13 -2.52
N 0.29 -1.28 1.09
H -0.71 0.20 -1.77
H -1.99 0.80 0.07
C -0.14 -0.02 0.36
C 0.97 -0.23 1.25
```

Its highest occupied orbital energy is -9.0 eV. Its SMILES is [H]/N=C/[C@]1(N)C=N1.

(3)
A single C14H17NO5S2 molecule, computed with ωB97M-V/def2-TZVPD.

XYZ file:
```
39
C14H17NO5S2 (ωB97M-V/def2-TZVPD)
C -2.26 1.16 -0.21
H -0.37 1.53 -1.99
H 1.56 -1.68 1.11
O -1.25 2.08 -0.18
H -5.00 0.59 1.68
H 1.25 1.69 0.61
C 1.05 1.22 -0.37
O -5.49 -1.46 -0.08
C -3.20 1.29 0.80
H -3.65 -1.48 -1.80
C 0.72 -0.26 -0.15
C -0.13 1.98 -1.02
N 1.83 -0.93 0.49
H 2.32 0.64 -1.74
O 2.21 1.41 -1.15
S 4.54 1.15 0.07
C 6.52 -0.18 1.04
C -2.43 0.15 -1.15
H -6.07 -1.51 1.92
C -4.30 0.44 0.88
H -7.00 -0.39 0.88
O 3.31 -2.85 -0.20
H 5.69 -2.20 0.71
C -6.49 -1.36 0.92
H 7.47 -0.43 1.48
H -0.17 -0.34 0.48
S 3.07 -1.48 -0.50
C 4.47 -0.56 0.08
C 5.58 -1.14 0.62
H 0.20 3.01 -1.20
H -7.20 -2.15 0.70
H 6.62 2.01 1.02
C -3.52 -0.70 -1.07
H -1.73 0.00 -1.96
C 6.10 1.09 0.80
H 0.51 -0.72 -1.13
O 2.77 -1.12 -1.87
H -3.07 2.08 1.53
C -4.46 -0.57 -0.06
```

Its highest occupied orbital energy is -8.1 eV. Its SMILES is COc1ccc(OC[C@H](O)CNS(=O)(=O)c2cccs2)cc1.

(4)
A gas-phase ion, C13H28NO2 (charge +1), computed with ωB97M-V/def2-TZVPD.

XYZ file:
```
44
C13H28NO2 (ωB97M-V/def2-TZVPD)
H -1.53 1.92 2.48
H 3.96 -0.03 0.26
H -0.62 -0.68 -3.10
N -1.72 0.11 -0.34
H -2.89 -2.84 -1.05
H -0.83 0.42 1.99
C 2.20 1.85 -0.39
H -1.49 -2.97 0.03
C -1.02 1.43 1.65
H -3.13 0.30 -1.84
H -0.20 -1.36 2.48
C -2.05 0.26 -1.78
C 0.75 2.24 -0.12
C -2.03 -2.31 -0.64
H -1.67 1.20 -2.16
H 0.58 3.25 -0.49
H -2.34 -1.19 1.21
H 2.21 -2.43 0.02
H -1.89 2.22 -0.18
H -3.55 -0.85 -0.02
C 0.30 2.17 1.36
C -1.50 -0.96 -2.54
H 0.15 1.59 -0.75
H 1.36 0.04 -1.28
H 3.06 -1.78 1.41
C 0.79 -1.70 2.18
H 0.72 -2.76 1.95
H -3.02 1.28 0.81
C -1.99 1.36 0.48
H 1.08 1.68 1.93
H 2.76 1.83 0.54
C 2.44 -1.51 0.55
H 1.46 -1.57 3.03
C 3.20 -0.54 -0.34
H 2.80 0.62 -2.05
O -1.10 -1.97 -1.64
H 3.75 -1.13 -1.07
H 2.66 2.60 -1.02
C 2.35 0.48 -1.08
H -2.25 -1.32 -3.24
O 1.22 -0.95 1.06
H 0.25 3.18 1.74
C -2.49 -1.06 0.15
H -0.73 -0.13 -0.22
```

As for the charge: +1. Its highest occupied orbital energy is -13.0 eV. Its SMILES is COCCCCCCCC[NH+]1CCOCC1.

(5)
A molecular structure, C6H7Cl in a non-equilibrium geometry, computed with ωB97M-V/def2-TZVPD.

XYZ file:
```
14
C6H7Cl (ωB97M-V/def2-TZVPD)
H -1.15 2.81 -0.47
H 1.99 -1.10 -1.22
H -0.76 -1.92 1.62
H -2.42 0.57 1.39
Cl 1.96 0.12 1.34
C 0.53 -0.44 0.23
C -0.64 -0.90 1.03
H 0.39 2.40 -1.27
C -1.37 0.22 0.99
H 0.90 -2.36 -0.60
H 0.37 -1.10 -1.83
C -0.44 0.90 0.11
C -0.29 2.12 -0.42
C 0.93 -1.33 -0.88
```

Its highest occupied orbital energy is -9.0 eV.

(6)
A molecular structure, C22H35NO4P2W in a non-equilibrium geometry, computed with ωB97M-V/def2-TZVPD.

XYZ file:
```
65
C22H35NO4P2W (ωB97M-V/def2-TZVPD)
C 2.31 -1.82 -0.65
H -4.29 -2.09 -1.35
H 4.47 4.40 3.08
H 2.08 1.99 1.19
C -2.62 -5.31 -1.67
H 2.12 -4.01 1.47
H -2.03 1.16 -2.56
C -3.29 1.22 0.37
H 2.68 -1.70 2.42
N -1.86 -3.36 -0.50
H -3.88 -6.75 1.74
H -3.26 -7.17 -2.52
H -0.07 6.18 0.51
H 0.83 -4.44 0.31
P -2.86 -0.18 -0.71
H 1.39 5.34 -0.02
O -1.01 3.36 1.01
H -5.22 -0.69 -0.78
C 3.63 3.25 1.46
H -4.40 -1.75 0.39
C -0.33 4.08 0.12
H -3.26 0.90 1.41
O 2.71 2.70 2.18
C 1.10 -3.78 1.14
H 0.08 4.50 -1.88
C 1.77 -1.16 2.10
H 4.63 3.45 -1.83
H 1.05 -1.16 2.92
C 3.75 2.96 0.04
H -3.82 1.12 -2.56
O 2.93 1.57 -1.73
C -2.94 -5.09 0.76
H -2.89 -0.28 -3.16
C 0.48 5.22 0.60
C -2.48 -4.59 -0.47
H -0.18 2.88 1.15
C 4.52 4.23 2.00
C 5.35 4.95 1.17
H -2.26 -4.85 -2.60
C 2.82 1.97 -0.58
H 5.98 5.73 1.60
C 5.40 4.70 -0.21
P 1.06 -2.02 0.66
C -4.31 -1.29 -0.60
H 2.04 -0.12 1.84
H 0.41 -3.95 1.98
H 3.30 -2.08 -0.24
H 0.34 2.77 -1.44
C -3.60 -7.12 -0.38
H -2.59 2.07 0.26
C -3.17 -6.59 -1.61
H -4.02 -8.12 -0.35
W -1.12 -1.81 -0.45
C -0.31 3.65 -1.29
C -2.90 0.52 -2.40
H 0.78 5.07 1.65
C 4.61 3.69 -0.76
H 2.34 -0.79 -1.02
H -4.32 1.57 0.14
C -3.51 -6.36 0.79
H 2.10 -2.51 -1.48
H 6.06 5.28 -0.86
H -2.83 -4.46 1.65
H -1.30 3.36 -1.68
O 1.82 1.56 0.23
```

Its multiplicity is 3. The expectation value of S² is 2.16. Its highest occupied orbital energy (alpha / beta) is -5.3 / -5.2 eV.

(7)
A molecular structure, C42H37FN3O3PRe in a non-equilibrium geometry, computed with ωB97M-V/def2-TZVPD.

XYZ file:
```
88
C42H37FN3O3PRe (ωB97M-V/def2-TZVPD)
H 4.28 2.55 -2.61
H 1.75 -1.84 5.05
H -5.17 -2.49 2.70
H -6.46 -4.74 2.67
H -0.87 2.46 -0.68
C -0.43 -1.45 0.68
N -3.47 -3.82 2.31
H 1.37 -3.58 5.52
C 0.47 -1.13 -6.51
C 1.86 -0.64 0.77
C -0.39 2.46 0.31
C -4.44 -3.22 3.25
C 0.64 -0.68 0.10
C -1.24 -2.98 2.36
C -5.18 -4.28 4.10
H -1.81 -0.79 -0.71
C -0.32 2.40 2.69
N -5.80 -5.30 3.16
H 2.59 1.21 -5.34
C 3.26 4.86 -0.34
C 1.51 -3.23 3.31
C 5.56 4.14 -1.86
C 0.57 3.88 -2.42
F -3.89 -2.06 0.03
H -3.27 -5.37 0.99
H -4.75 -4.52 0.72
C 4.38 3.46 -2.01
C 5.54 5.28 -0.97
P 1.70 2.94 -1.32
H 1.60 2.69 3.61
C 0.70 1.78 -3.43
H 4.45 6.54 0.41
H -1.15 -3.62 3.24
C 0.71 0.55 -4.38
H 6.35 6.00 -0.97
H -1.08 -0.48 -3.63
C -4.81 -5.93 2.29
H 3.18 -4.36 4.06
C -4.07 -4.88 1.51
H -1.27 -1.95 -5.47
C 2.93 -3.31 3.92
C -0.81 3.67 -4.34
C 1.59 -0.28 -6.41
C -1.68 -1.48 0.08
C -2.51 -3.02 1.71
H -0.85 2.20 3.67
C -0.45 -1.27 -5.48
H 1.15 -4.23 3.22
H 2.42 4.96 0.35
C -1.34 4.92 -4.15
H 2.41 -0.18 -7.15
C -0.24 -2.16 1.86
H 0.27 5.68 -1.23
C 1.77 -2.88 4.73
C 1.76 0.50 -5.30
C -2.72 -2.17 0.65
H 0.40 -1.68 -7.38
N 1.06 -2.26 2.32
Re 1.69 0.71 -2.31
H -2.14 2.15 1.53
H 2.95 -1.65 2.32
C 4.40 5.68 -0.23
H -4.59 -4.74 4.90
C 3.27 3.78 -1.18
C -0.34 -0.42 -4.41
H -4.18 -6.56 2.93
H -3.88 -2.67 3.96
C -0.94 5.63 -2.98
C -1.06 2.33 1.50
H 6.53 3.93 -2.35
C 3.11 0.02 0.25
C -0.05 5.10 -2.09
C 1.64 2.97 1.46
C 0.12 3.11 -3.46
H -1.19 3.08 -5.16
O 0.34 -0.24 -1.10
O 3.08 0.45 -0.99
C 2.01 -1.50 1.82
C 1.03 2.67 2.66
H -6.38 -5.94 3.69
H -1.28 6.65 -2.79
H -5.25 -6.62 1.61
H 3.68 -2.58 3.69
H -6.02 -3.74 4.58
H -2.03 5.30 -4.91
O 4.07 0.06 0.99
H 2.69 3.31 1.51
C 0.97 2.86 0.30
```

As for the charge: +3. Its highest occupied orbital energy (alpha / beta) is -15.5 / -15.5 eV.

(8)
A molecular structure, C11H4ClIN4OPbSe3Te, computed with ωB97M-V/def2-TZVPD.

XYZ file:
```
27
C11H4ClIN4OPbSe3Te (ωB97M-V/def2-TZVPD)
N -4.64 -2.62 1.99
H 2.92 -1.04 3.14
C 2.48 -0.69 2.22
Se -4.39 1.90 -4.10
C 2.72 0.42 0.08
C 2.83 1.49 -2.06
Te -2.14 2.85 -3.32
H 0.92 1.54 -3.11
C 1.12 -0.89 1.98
Cl 4.97 0.19 1.64
C 1.45 1.23 -2.22
C 1.35 0.21 -0.16
C 3.46 1.09 -0.92
N -3.58 -1.37 0.17
H 4.51 1.27 -0.77
Se -4.71 0.09 -2.67
I -0.09 -1.86 3.37
C 3.27 -0.05 1.29
N 0.75 0.61 -1.31
O -0.74 -0.64 0.58
Pb -2.04 -0.07 -1.40
N -3.79 -3.08 4.24
H 3.37 2.01 -2.85
C 0.48 -0.46 0.80
C -4.03 -1.95 1.07
Se -2.31 2.65 -0.85
C -4.14 -2.84 3.16
```

As for the charge: -2. Its highest occupied orbital energy is -1.5 eV.

Table of relative energy (zero: lowest compared OMol25 entry of this formula, charge and spin) (kJ/mol), in record order: 108.39 253.67 20.83 19.31 209.37 385.31 121.52 49.31
Table of molar mass (g mol⁻¹), in record order: 115.22 83.09 343.43 230.37 114.57 623.31 867.95 942.22